Below is 5 unconnected molecules or ions with the total composition C42H68BF2N8O8S2Si in a non-equilibrium geometry, with properties calculated with the ωB97M-V functional and the def2-TZVPD basis.

Its multiplicity is 1. The total charge is +1.

```
132
Properties=species:S:1:pos:R:3:forces:R:3
C -2.61761 1.33285 -1.94393 1.2930 -0.2126 0.7370
C -2.54448 -0.25427 -1.86307 -1.6622 0.8775 -1.2934
N -2.63882 -0.77632 -0.47638 1.8507 -2.1077 -0.1127
C -1.46591 -0.42628 0.34916 0.1941 1.4098 1.1175
C -1.80397 0.88294 1.21673 -0.1015 -0.1447 -0.3108
C -2.96254 -2.17387 -0.43059 -2.2537 0.2669 0.2605
S -4.57119 -2.59535 -0.51605 1.5241 0.1727 0.0048
S -1.73849 -3.53565 -0.29116 0.3702 0.6093 0.3545
C -2.18226 -4.35586 1.30320 -1.4073 -0.4002 0.1403
C -1.36620 -5.67324 1.59311 0.3534 -0.2579 0.8140
C -0.14328 -5.47392 2.63267 -0.1259 0.4687 -0.8499
C 0.64287 -4.19467 2.18550 0.6805 1.5474 1.0895
C 1.57893 -4.32715 1.00833 0.1007 2.7610 0.0644
B 1.79079 -5.71336 0.18277 -0.1661 -0.8543 -0.7493
C 2.47429 -7.00386 0.89404 -0.6614 0.8684 0.2318
O 1.36254 -5.82153 -1.16220 1.2041 0.4689 1.6940
C 2.35480 -3.16881 0.56360 -0.8632 0.3279 0.9792
C 3.38942 -3.18632 -0.61343 -0.0698 -0.1346 0.8719
C 4.82603 -3.00298 -0.26271 -0.8555 -0.6724 -4.4931
C 5.71066 -3.08443 -1.47532 -3.0349 -0.2033 1.1521
C 5.03017 -3.32190 -2.76012 1.4042 0.2042 0.4995
N 3.70156 -3.44804 -3.05049 0.6197 0.3302 2.5242
C 2.85661 -3.38117 -1.97232 2.0358 0.2541 0.8748
C 2.17772 -1.83588 1.27655 -0.2535 -0.0851 0.5583
C 2.90091 -0.62110 0.85755 -1.2779 -0.7469 0.9672
N 2.77675 0.62598 1.47406 -1.1418 -2.8821 0.8117
Si 3.73668 1.98101 0.74308 1.4125 3.6309 -1.3649
C 5.26768 1.40991 -0.24662 -0.5430 -1.3192 -0.1047
C 2.59787 2.90123 -0.50348 -0.8084 -0.9725 0.1054
C 4.32567 3.27823 1.97764 -0.7475 -0.0483 0.0418
C 1.92547 0.72658 2.59437 -2.0520 -2.9653 0.9083
N 1.78615 2.01613 3.31465 -1.1821 -2.2939 2.3253
C 0.39234 2.44543 3.39320 -1.4032 1.8389 -1.6112
O 0.02197 3.26522 2.61656 0.2606 -0.8818 0.7457
F -0.51656 1.98190 4.32051 2.1427 -0.1522 -0.6676
C 2.39691 1.82658 4.63645 2.4085 0.8849 1.2751
O 3.52861 2.15959 4.83019 -2.1270 -0.5555 -0.4922
F 1.71767 1.30873 5.72303 -0.2108 0.5246 -2.2743
C 1.13141 -0.40326 3.12005 2.1105 0.4835 -2.4861
C 1.23725 -1.74280 2.44845 -0.3045 0.1426 0.5705
C 0.44997 -2.92823 2.95898 1.3054 -1.0123 -2.8788
C -0.49555 -2.84292 4.20674 1.5058 -0.2817 0.2468
C 0.30660 -3.45784 5.45396 -0.8476 -0.4870 -0.0980
O -0.22797 -2.87683 6.65505 0.6328 -0.1105 -0.3042
H -1.55085 1.69739 -1.82468 -1.1619 -0.0671 -0.2779
H -3.19986 1.79054 -1.09607 0.2644 -0.7606 -0.9446
H -2.98824 1.71010 -2.93029 0.3991 -0.5634 0.9090
H -3.46402 -0.62569 -2.41181 1.1392 0.1577 0.7207
H -1.62904 -0.64774 -2.40902 -0.8531 0.4517 0.6960
H -0.56688 -0.17791 -0.30129 -0.8130 -0.5750 0.7169
H -1.20262 -1.22402 1.10955 -0.3749 0.5679 -1.2975
H -1.34717 1.77668 0.71072 -0.3551 -0.7278 0.8227
H -2.91367 1.07710 1.27350 1.0880 -0.4337 -0.2108
H -1.45090 0.75631 2.28462 -0.1626 0.2686 -1.2185
H -3.27130 -4.65659 1.22086 1.1935 0.4670 -0.0093
H -2.12978 -3.58129 2.11328 0.1676 -0.8747 -0.6349
H -0.99500 -6.18096 0.64989 -0.4503 0.7740 0.9573
H -2.05937 -6.40411 2.10402 0.6366 0.7291 -0.7123
H 0.52120 -6.38832 2.61970 -0.6785 1.0639 -0.1350
H -0.52476 -5.39482 3.69247 0.3366 0.1075 -1.3552
H 3.45772 -7.24686 0.40115 -0.9610 0.0038 0.6434
H 2.59539 -6.74636 1.99151 0.2461 -0.6740 -1.2481
H 1.72479 -7.85020 0.78910 1.1055 0.7158 0.1149
H 1.90313 -6.48331 -1.63444 -0.6566 0.0959 0.2912
H 5.20672 -2.83040 0.77106 -0.5257 -0.2535 -1.0127
H 6.82854 -3.00025 -1.38993 -1.4354 -0.1021 -0.2925
H 5.72207 -3.41354 -3.64883 -0.9729 0.1345 1.0101
H 1.75384 -3.49826 -2.16606 1.3942 0.1814 0.3995
H 3.58107 -0.70064 -0.03443 -0.7774 0.3387 1.1280
H 4.90240 0.76468 -1.10102 0.6369 0.5997 0.6811
H 5.98779 0.79949 0.37450 -0.5720 0.8025 -0.7432
H 5.75631 2.31708 -0.69525 -0.4605 -0.8345 0.6417
H 1.61091 3.15203 0.00070 1.1520 -0.0061 -0.6187
H 3.08616 3.82204 -0.92875 -0.4739 -0.9432 0.5805
H 2.34190 2.19733 -1.34775 0.2132 0.8026 0.6188
H 3.40933 3.83221 2.33730 1.0607 -0.5602 -0.0666
H 4.97654 2.87412 2.81071 -1.0900 0.8308 -1.1014
H 4.92849 4.03563 1.38402 -0.5248 -1.0473 0.6122
H 0.44978 -0.26041 4.00427 1.0387 -0.0051 -1.1333
H -0.75420 -1.76686 4.39146 0.0835 -1.1575 0.0379
H -1.42949 -3.45651 4.11934 0.8358 0.8479 -0.2574
H 1.42234 -3.33358 5.34292 -1.0904 0.0789 0.1547
H 0.05629 -4.56615 5.48593 0.6341 1.1327 -0.2081
H 0.19798 -3.27284 7.43847 -0.2357 0.1829 -0.6207
C -2.28065 3.64344 -6.78593 0.0948 0.0211 0.2394
C -2.10897 3.80620 -5.29941 0.2129 -0.1758 0.1222
O -1.67123 2.90701 -4.59070 -0.0309 0.0770 -0.0356
N -2.45735 4.99828 -4.74383 0.0553 -0.2830 -0.2007
C -2.98846 6.17466 -5.40177 0.0761 0.0164 0.5116
H -1.96259 2.64524 -7.07837 -0.0738 0.0843 0.1034
H -3.32806 3.76388 -7.05938 0.1445 0.0753 -0.1789
H -1.66492 4.37185 -7.31731 -0.1698 0.0408 -0.0787
H -2.31448 5.03179 -3.74522 -0.0256 0.0270 -0.0780
H -2.30896 7.00988 -5.21919 -0.1401 0.1286 -0.1934
H -3.96084 6.40758 -4.96256 -0.0322 0.1687 -0.2097
H -3.10160 6.02864 -6.47263 0.0428 -0.0871 0.0960
C -5.73117 2.39216 -10.63504 0.0367 0.0393 -0.0950
C -5.17688 2.26150 -9.24039 0.3108 0.0435 0.2252
O -4.04942 2.63983 -8.95156 -0.2159 -0.0591 -0.1943
N -5.97103 1.70289 -8.28843 0.1159 0.1646 -0.3640
C -7.32197 1.19732 -8.42744 0.2211 -0.0366 0.4835
H -4.98244 2.85392 -11.27616 0.0090 -0.0410 0.1680
H -5.97209 1.40705 -11.03879 -0.1548 0.0866 -0.0200
H -6.62014 3.02566 -10.62974 -0.0635 -0.1487 -0.0799
H -5.53131 1.64932 -7.38134 -0.0549 -0.0371 -0.0600
H -7.96957 1.74749 -7.74176 -0.2008 -0.1111 -0.1410
H -7.32677 0.14187 -8.14795 -0.2421 -0.0024 -0.1134
H -7.69686 1.30385 -9.44178 0.1101 0.0299 0.0565
C -6.08327 0.04458 2.37785 0.0754 -0.1131 0.0189
C -6.08744 1.16858 1.37329 0.1178 0.1600 -0.4552
O -5.50155 1.08579 0.30380 0.0505 0.0036 0.1672
N -6.77143 2.30194 1.68848 0.1480 -0.3652 0.1003
C -7.52278 2.59389 2.89271 0.0137 0.3796 -0.3906
H -5.49929 -0.78687 1.98480 -0.0382 0.1541 -0.1319
H -5.62652 0.37804 3.31219 -0.1760 -0.0495 0.0750
H -7.10215 -0.30357 2.55743 0.0581 0.0331 0.1738
H -6.72851 3.00797 0.96846 -0.0262 -0.0498 0.0595
H -8.55642 2.80688 2.61267 -0.0509 -0.0269 0.2693
H -7.09361 3.48175 3.36173 -0.1521 -0.0683 0.2158
H -7.50302 1.76765 3.59832 0.0458 0.0172 -0.1145
C 6.42759 1.82666 5.19633 -0.2279 -0.1196 -0.2361
C 7.20079 2.74368 4.28107 0.2683 0.1660 -0.0675
O 6.65926 3.33368 3.35223 0.6981 -0.0740 0.3968
N 8.52793 2.90614 4.50883 -0.4842 -0.1447 -0.0253
C 9.34336 2.30318 5.54437 0.2585 0.3161 -0.3011
H 5.37799 1.79542 4.88015 0.9143 0.0895 0.1669
H 6.83119 0.81304 5.14210 0.0975 0.0461 0.2074
H 6.47182 2.19700 6.22212 0.0209 -0.1714 0.0206
H 8.97250 3.53402 3.85481 0.0012 -0.0307 0.0779
H 9.78883 3.10081 6.14175 0.0531 -0.1961 0.1600
H 10.14137 1.73133 5.06686 0.0338 -0.0940 0.2368
H 8.76606 1.64750 6.19057 -0.0331 0.0766 -0.0995
```
Forces are in eV/Å.

---

Below is 5 unconnected molecules or ions with the total composition C42H68Br2FN8O2S in a non-equilibrium geometry, with properties calculated with the ωB97M-V functional and the def2-TZVPD basis.

Its multiplicity is 1. The total charge is +1.

```
124
Properties=species:S:1:pos:R:3:forces:R:3
C 3.70565 2.02039 -5.90445 -0.3512 -0.0439 -0.2693
C 3.38499 1.23642 -4.61989 0.0561 -0.0745 -0.1215
S 1.56829 1.11044 -4.44374 -0.0760 0.5026 -0.1944
C 1.26035 0.72745 -2.68756 0.0471 0.1092 -1.1331
C -0.03718 1.26727 -2.13610 1.3854 -0.0865 -0.5559
N -0.28886 0.89882 -0.93193 -0.8280 0.8314 0.7591
C 0.57664 0.09287 -0.07888 0.7330 -0.1362 0.5562
C 1.79913 0.86519 0.46540 0.5421 -0.5291 0.6574
N 3.05442 0.22596 0.04289 0.1248 0.3551 0.5377
C 3.30539 -1.00617 0.82546 0.0698 -0.9525 -0.0681
C 4.75485 -1.52592 0.70748 -0.8245 0.1944 -0.0850
C 4.18488 1.12191 0.29323 -2.1147 -0.1458 2.5218
C 4.31539 1.76818 1.66589 -0.6737 -0.4945 0.3685
O 4.96335 1.29539 -0.54556 2.5780 0.6441 -2.9129
C -1.61974 1.32390 -0.44128 -0.4317 0.0487 0.0885
C -1.74004 2.22196 0.80098 0.6750 -0.6628 -0.1660
Br -0.92021 3.98528 0.64085 -0.0241 -0.2953 -0.0600
C -1.21522 1.59305 2.10336 -0.3612 1.6877 1.2561
C -1.52605 2.57388 3.29081 0.2411 -1.0965 -0.3468
Br -2.10976 -0.09396 2.54670 -0.0126 0.0261 -0.5726
C -2.31599 1.75344 -1.75752 -1.0797 -1.1457 -0.8034
N -3.29755 2.81869 -1.66841 0.1034 0.1374 0.3323
C -3.03793 0.43419 -2.21978 0.0131 -0.3837 -0.1241
C -4.34612 0.06918 -1.45572 0.3665 -1.1638 -0.2200
C -4.23793 -1.24094 -0.60404 -0.2971 0.5396 0.5638
C -5.01279 -0.96674 0.71286 0.5403 -0.8066 -0.7751
O -4.78433 -1.93023 1.73103 -0.0597 0.6581 0.0714
C -5.47069 -1.51384 2.92632 -0.2229 -0.2004 -0.3272
C -1.12270 2.15516 -2.75790 -1.9204 1.0561 1.5922
C -1.48666 1.98115 -4.24227 -0.2969 -1.2839 0.1462
C -2.71087 2.78968 -4.67586 0.4606 0.4192 -0.6986
F -3.80525 1.95976 -4.91151 -0.1755 -0.0227 0.3539
N -0.93477 3.59943 -2.57144 1.6980 -1.6105 -0.9472
C 0.18092 4.13774 -2.89314 0.4091 0.6261 -0.2236
C 0.38537 4.80773 -4.23902 -0.1246 1.0726 0.8491
C 1.40662 4.24076 -1.98734 0.4654 0.0423 -0.9852
H 2.84967 2.02360 -6.59010 0.0898 0.0119 0.0900
H 4.51971 1.54716 -6.45711 0.0476 0.0621 0.2071
H 3.97376 3.06060 -5.71125 -0.0676 -0.1117 0.0833
H 3.81366 1.74286 -3.75272 -0.0283 -0.2882 0.0521
H 3.76921 0.22281 -4.73164 0.1025 0.0982 0.3512
H 1.20126 -0.36402 -2.60064 0.1216 0.1040 0.2215
H 2.13769 1.06375 -2.12664 -0.2329 -0.1247 0.2335
H 0.92767 -0.79854 -0.60425 -0.0513 0.2369 -0.2525
H 0.02235 -0.29217 0.77660 -0.4336 0.2056 -0.3366
H 1.80028 1.92979 0.20933 -0.1742 -0.1638 -0.2772
H 1.78735 0.82401 1.56964 -0.3817 0.1470 -0.1511
H 3.01211 -0.91031 1.88678 0.0923 0.2532 -0.1625
H 2.67742 -1.81154 0.42155 -0.1209 0.2727 -0.0186
H 4.74789 -2.58536 0.96739 0.1401 0.0949 -0.0145
H 5.44220 -1.00873 1.37838 0.0366 0.0336 -0.1996
H 5.04397 -1.40672 -0.33794 0.3295 -0.1068 0.1607
H 5.35785 1.85496 1.96309 -0.0070 0.1267 -0.2477
H 3.83083 2.74911 1.68851 0.1913 -0.0132 -0.1526
H 3.79588 1.16236 2.41799 0.1327 0.0892 -0.0225
H -2.04917 0.37295 -0.09525 -0.2320 0.2685 -0.0446
H -2.80808 2.39809 0.94614 0.0836 0.0229 -0.0770
H -0.13747 1.44636 2.12895 -0.1539 -0.3526 -0.3438
H -2.45224 3.11053 3.08494 0.0747 0.0693 0.2102
H -0.68792 3.25326 3.43377 -0.2156 0.1292 -0.0436
H -1.63465 1.95685 4.18311 -0.0358 0.3329 0.0867
H -4.00511 2.66448 -2.38265 0.1132 0.1187 0.0180
H -3.81492 2.80464 -0.79610 0.1896 0.0201 -0.0011
H -3.28783 0.44021 -3.28172 0.1125 0.3682 0.1692
H -2.34853 -0.41746 -2.09850 -0.0043 0.1581 -0.1280
H -4.74031 0.86570 -0.82129 0.1828 0.0966 -0.1680
H -5.10920 -0.14966 -2.20630 -0.0346 0.3983 0.0625
H -4.66816 -2.08123 -1.15635 0.0225 0.0625 0.0899
H -3.19599 -1.52409 -0.41039 -0.1128 0.1774 0.2162
H -6.08640 -0.98916 0.46752 0.0894 0.5319 0.1016
H -4.68358 0.02785 1.04546 -0.3426 -0.0747 0.1904
H -6.12665 -2.32805 3.24156 0.1900 0.0549 0.1736
H -4.77384 -1.22933 3.71958 0.0491 -0.2339 -0.0990
H -6.09871 -0.64112 2.71926 0.0106 -0.0969 0.0490
H -0.67560 2.20638 -4.93020 0.1803 0.1544 0.4612
H -1.71928 0.91645 -4.40281 0.0933 0.2160 -0.2907
H -2.97774 3.59506 -3.99210 -0.0198 -0.2665 0.1556
H -2.48927 3.26308 -5.63744 -0.0501 -0.0909 0.0612
H 0.80634 5.80630 -4.05182 -0.1256 -0.0417 -0.2803
H -0.54053 4.89981 -4.80330 0.0972 -0.1387 -0.0143
H 1.16342 4.27302 -4.79437 -0.1653 -0.1999 0.1214
H 1.81932 3.25625 -1.75095 -0.2356 0.0440 0.3634
H 2.20559 4.77190 -2.51743 -0.0922 -0.1111 0.0688
H 1.19285 4.83083 -1.09790 -0.1917 -0.3112 0.1185
N 0.29399 -1.72510 4.46571 0.0699 -0.0274 -0.0634
C 1.46952 -2.38032 4.20990 0.0066 0.0859 -0.0463
C 2.10736 -2.58508 5.40447 0.0747 -0.0079 -0.0472
C 1.28289 -2.03742 6.42213 -0.0594 0.0755 0.0317
C 0.17152 -1.51710 5.81243 0.0039 0.0595 -0.0165
H -0.37487 -1.44123 3.77026 0.0421 -0.0896 0.1431
H 1.74898 -2.64324 3.20261 -0.0125 -0.0654 0.0378
H 3.05813 -3.07498 5.53568 -0.0292 -0.0117 0.0123
H 1.48312 -2.02855 7.48093 0.0067 -0.0657 -0.0211
H -0.69271 -1.01812 6.21879 0.0139 -0.0263 0.0112
N 0.87924 -2.45660 10.47382 0.0191 -0.0565 -0.0344
C 2.10335 -2.81681 10.97137 0.0281 0.0782 -0.0202
C 1.95340 -4.00203 11.63927 0.0496 0.0029 -0.0176
C 0.58656 -4.37566 11.53734 -0.0451 -0.0185 -0.0146
C -0.04901 -3.40499 10.81138 -0.0532 0.0531 -0.0223
H 0.69143 -1.62555 9.94350 -0.0009 -0.0276 0.0607
H 2.97077 -2.19944 10.80819 -0.0053 -0.0191 0.0326
H 2.73628 -4.54298 12.14465 -0.0138 0.0115 -0.0092
H 0.12415 -5.25708 11.94992 0.0075 0.0175 -0.0075
H -1.07746 -3.30596 10.50734 0.0121 -0.0196 0.0265
N 8.85533 0.08232 -6.15582 -0.0279 -0.0595 -0.0325
C 7.60824 -0.11716 -5.63210 -0.0189 0.1070 0.0728
C 6.92118 -0.94309 -6.48273 -0.0470 0.0438 0.0489
C 7.79115 -1.25821 -7.56030 0.0263 -0.0154 -0.0581
C 8.97617 -0.61310 -7.32826 0.0400 0.0542 0.0075
H 9.57286 0.65112 -5.74356 -0.0259 -0.0457 -0.0174
H 7.31876 0.34533 -4.70287 -0.0058 -0.0270 -0.0081
H 5.90762 -1.28548 -6.34771 0.0266 -0.0263 0.0022
H 7.57190 -1.88684 -8.40738 0.0121 0.0071 0.0183
H 9.89186 -0.58796 -7.89433 -0.0297 -0.0153 -0.0087
N -7.12203 -3.72653 -0.74484 -0.0552 0.0145 0.0059
C -8.37695 -3.89905 -0.22431 0.0158 0.0730 0.0277
C -9.07703 -4.71282 -1.07347 -0.0332 0.0131 0.0489
C -8.21090 -5.04959 -2.14737 0.0355 -0.0123 -0.0465
C -7.01316 -4.42904 -1.91571 0.0815 0.0811 -0.0132
H -6.39819 -3.16940 -0.32780 0.0102 -0.1414 0.0632
H -8.66159 -3.42807 0.70177 -0.0187 -0.0246 -0.0161
H -10.09711 -5.03293 -0.94007 0.0216 -0.0008 0.0011
H -8.44173 -5.67665 -2.99260 0.0070 0.0054 0.0200
H -6.09568 -4.42556 -2.48056 -0.0265 -0.0289 -0.0063
```
Forces are in eV/Å.

---

| no. | HOMO-LUMO gap (Eh) | LUMO energy (eV) |
| --- | --- | --- |
| 1 | 0.20444 | -4.128 |
| 2 | 0.21694 | -3.528 |